18
Properties=species:S:1:pos:R:3 method="wB97M-V/def2-TZVPD" relative_energy_kcal_mol=102.3 smiles="C=NC(=C)CCC" e_homo_ev=-8.0 homo_lumo_gap_ev=7.7
C -2.657 -0.416 0.044
N -1.649 -1.069 0.463
C -0.420 -0.933 -0.270
C -0.318 -0.865 -1.601
C 0.863 -0.881 0.617
C 0.906 0.565 1.124
C 1.285 1.505 0.041
H -3.014 0.538 0.510
H -3.070 -0.710 -0.913
H -1.195 -0.858 -2.232
H 0.651 -0.817 -2.101
H 1.777 -0.961 0.017
H 0.904 -1.725 1.421
H 1.632 0.459 1.929
H -0.139 1.020 1.548
H 2.216 1.030 -0.237
H 0.448 1.630 -0.679
H 1.780 2.489 0.320

18
Properties=species:S:1:pos:R:3 method="wB97M-V/def2-TZVPD" relative_energy_kcal_mol=64.2 smiles="CC[C@]1(C)CC=N1" e_homo_ev=-9.4 homo_lumo_gap_ev=10.4
C -1.927 0.836 0.019
C -0.756 0.486 -0.944
C 0.380 -0.287 -0.263
C 0.238 -1.871 -0.219
C 1.027 0.265 1.014
C 2.167 0.664 0.180
N 1.777 0.195 -0.980
H -2.631 1.559 -0.390
H -1.604 1.324 1.031
H -2.453 -0.007 0.215
H -0.522 1.519 -1.215
H -1.179 -0.130 -1.677
H -0.307 -2.012 -1.245
H -0.404 -2.041 0.648
H 1.235 -2.249 -0.112
H 1.369 -0.522 1.819
H 0.451 1.056 1.688
H 3.140 1.216 0.430

18
Properties=species:S:1:pos:R:3 method="wB97M-V/def2-TZVPD" relative_energy_kcal_mol=38.3 smiles="C/C=C/C=C/NC" e_homo_ev=-7.3 homo_lumo_gap_ev=8.4
C -3.401 0.794 -1.276
C -2.120 0.926 -0.527
C -1.088 0.089 -0.617
C 0.256 0.466 -0.176
C 1.149 -0.442 0.241
N 2.399 -0.145 0.757
C 3.097 -1.158 1.509
H -3.385 -0.113 -1.877
H -4.266 0.766 -0.610
H -3.558 1.650 -1.932
H -1.953 1.790 0.113
H -1.229 -0.912 -1.028
H 0.496 1.522 -0.144
H 1.010 -1.498 0.003
H 2.888 0.634 0.356
H 2.851 -2.129 1.063
H 2.689 -1.225 2.522
H 4.167 -1.014 1.624